1.
The following is a quantum chemistry calculation of a structure of composition C47H73IrN8O5PSSi at a distorted geometry, from the OMol25 dataset.

Structure (XYZ):
```
137
Properties=species:S:1:pos:R:3:lowdin_spin:R:1
Ir 0.391 1.660 0.180 0.568
O 2.362 1.377 -0.012 0.038
C 3.392 2.248 -0.066 -0.001
C 4.597 1.861 0.520 0.006
C 5.740 2.619 0.368 0.000
C 5.706 3.792 -0.387 0.005
C 4.505 4.210 -0.909 0.001
C 3.337 3.465 -0.718 0.004
C 2.052 3.931 -1.161 0.002
N 0.885 3.337 -0.956 -0.001
C -0.112 4.125 -1.522 0.005
C 0.469 5.201 -2.082 0.000
N 1.827 5.060 -1.849 0.003
H 4.613 0.933 1.078 0.000
H 6.664 2.298 0.832 0.000
H 6.602 4.377 -0.540 0.001
H 4.484 5.137 -1.472 0.000
H -1.152 3.853 -1.478 0.001
H 0.058 6.034 -2.625 0.000
H 2.534 5.717 -2.130 0.000
C -0.003 1.871 -4.813 0.004
C 1.251 1.771 -4.226 -0.001
C 1.342 1.415 -2.899 0.002
N 0.262 1.168 -2.147 -0.004
C -0.945 1.277 -2.709 0.002
C -1.124 1.621 -4.036 -0.001
H -0.104 2.135 -5.858 0.000
H 2.150 1.967 -4.796 0.000
H 2.297 1.326 -2.397 0.000
H -1.792 1.077 -2.065 0.001
H -2.123 1.701 -4.442 0.000
N 2.131 0.408 3.741 0.001
C 1.020 0.978 4.334 0.001
C 0.213 1.356 3.319 0.001
N 0.826 1.021 2.122 0.029
C 1.980 0.452 2.414 0.003
H 2.924 0.022 4.227 0.000
H 0.910 1.064 5.401 0.000
H -0.759 1.811 3.369 0.000
H 2.684 0.070 1.695 0.000
C -2.677 5.208 3.441 0.001
N -1.567 4.710 2.644 0.002
C -0.223 5.255 2.662 0.001
C 0.522 4.301 1.749 0.001
O 1.682 4.371 1.460 -0.001
N -0.389 3.319 1.327 0.049
C -1.593 3.605 1.902 0.007
N -2.691 2.900 1.729 0.005
H -2.404 6.177 3.850 0.000
H -2.906 4.538 4.272 0.000
H -3.569 5.341 2.828 0.000
H 0.220 5.222 3.659 0.000
H -0.178 6.277 2.288 0.000
H -2.629 1.998 1.267 0.006
H -3.524 3.103 2.256 0.000
C 3.672 -3.978 -3.716 0.000
C 2.798 -2.737 -3.933 0.000
C 1.432 -3.136 -4.496 0.000
C 3.489 -1.781 -4.903 0.000
P 2.512 -1.766 -2.341 0.000
C 4.204 -1.570 -1.656 0.000
C 4.853 -2.416 -0.752 0.000
C 6.150 -2.150 -0.327 0.000
C 6.824 -1.030 -0.795 0.000
C 6.199 -0.185 -1.700 0.000
C 4.901 -0.451 -2.118 0.000
C 1.426 -2.700 -1.111 0.000
C -0.031 -2.515 -1.562 0.001
C 1.720 -4.191 -0.908 0.000
C 1.605 -1.936 0.213 0.001
H 3.872 -4.458 -4.681 0.000
H 3.184 -4.713 -3.081 0.000
H 4.635 -3.712 -3.276 0.000
H 1.560 -3.536 -5.506 0.000
H 0.761 -2.274 -4.558 0.000
H 0.956 -3.910 -3.895 0.000
H 3.540 -2.252 -5.890 0.000
H 4.509 -1.552 -4.591 0.000
H 2.927 -0.849 -5.006 0.000
H 4.361 -3.304 -0.381 0.000
H 6.638 -2.832 0.358 0.000
H 7.829 -0.816 -0.452 0.000
H 6.724 0.680 -2.086 0.000
H 4.415 0.227 -2.813 0.000
H -0.311 -3.185 -2.371 0.000
H -0.208 -1.485 -1.879 0.000
H -0.697 -2.712 -0.711 0.001
H 1.431 -4.776 -1.780 0.000
H 1.136 -4.565 -0.059 0.000
H 2.765 -4.394 -0.688 0.000
H 1.340 -0.879 0.117 0.001
H 2.636 -1.997 0.569 0.000
H 0.942 -2.365 0.974 0.000
C -5.478 -1.093 3.143 0.000
C -4.499 0.043 3.416 0.000
C -5.262 1.353 3.540 0.000
C -3.662 -0.220 4.656 0.000
O -3.587 0.183 2.287 0.004
Si -2.902 -0.946 1.322 0.021
S -1.485 0.385 0.240 0.209
O -2.067 -2.080 2.074 0.009
C -2.052 -3.525 2.308 0.001
C -2.703 -3.808 3.653 0.001
C -0.592 -3.934 2.354 0.000
C -2.784 -4.265 1.200 0.000
O -3.851 -1.548 0.192 -0.001
C -4.624 -1.142 -0.963 0.000
C -5.927 -1.922 -0.903 0.000
C -3.824 -1.532 -2.196 0.000
C -4.911 0.353 -0.928 0.005
H -6.111 -1.276 4.012 0.000
H -4.941 -2.013 2.903 0.000
H -6.115 -0.846 2.289 0.000
H -6.113 1.222 4.209 0.000
H -5.642 1.663 2.564 0.000
H -4.629 2.142 3.961 0.000
H -4.296 -0.290 5.542 0.000
H -2.945 0.593 4.800 0.000
H -3.103 -1.149 4.543 0.000
H -2.242 -3.209 4.440 0.000
H -2.572 -4.862 3.901 0.000
H -3.774 -3.604 3.632 0.000
H -0.035 -3.271 3.018 0.000
H -0.150 -3.897 1.358 0.000
H -0.506 -4.954 2.730 0.000
H -3.838 -3.985 1.177 0.000
H -2.710 -5.339 1.370 0.000
H -2.352 -4.027 0.225 0.000
H -5.724 -2.993 -0.861 0.000
H -6.529 -1.715 -1.789 0.000
H -6.502 -1.642 -0.018 0.000
H -3.764 -2.619 -2.280 0.000
H -2.805 -1.139 -2.129 0.000
H -4.300 -1.143 -3.099 0.000
H -5.463 0.609 -0.020 0.000
H -5.515 0.636 -1.791 0.000
H -3.985 0.934 -0.938 0.004
```

Charge: +2
Multiplicity: 2
LUMO energy (alpha / beta) (eV): -5.88 / -6.68
HOMO energy (alpha / beta) (eV): -11.43 / -11.43
Electronic energy (eV): -102916.4494


2.
The following is a quantum chemistry calculation of a cluster of 11 separate species, C47H76F4O17S5 in total at a distorted geometry, from the OMol25 dataset.

Structure (XYZ):
```
149
Properties=species:S:1:pos:R:3:mulliken_charge:R:1
C -2.561 -2.375 2.955 -0.972
C -3.733 -2.245 1.995 0.220
O -3.706 -3.393 1.187 -0.156
S -5.071 -3.762 0.317 0.985
C -6.205 -4.321 1.679 -1.133
O -5.476 -2.511 -0.295 -0.465
O -4.796 -4.952 -0.490 -0.595
H -2.435 -3.201 3.655 0.413
H -2.553 -1.424 3.488 0.427
H -1.567 -2.432 2.513 -0.150
H -4.641 -2.170 2.594 0.512
H -3.737 -1.334 1.396 -0.120
H -6.877 -5.093 1.304 0.426
H -6.806 -3.507 2.085 0.339
H -5.537 -4.796 2.398 0.348
C 4.400 -3.192 -0.456 -1.234
C 5.123 -4.035 0.560 0.458
O 6.498 -3.648 0.603 -0.370
S 7.423 -4.087 1.867 1.161
C 7.529 -5.935 1.553 -0.814
O 8.801 -3.592 1.665 -0.609
O 6.734 -3.854 3.151 -0.605
H 3.316 -3.300 -0.432 0.107
H 4.752 -3.443 -1.456 0.399
H 4.708 -2.146 -0.462 0.407
H 4.662 -3.799 1.519 0.141
H 5.039 -5.118 0.472 0.126
H 8.014 -6.355 2.435 0.343
H 8.191 -5.980 0.689 0.337
H 6.550 -6.346 1.309 0.230
C 2.390 7.076 -3.280 -1.350
C 2.662 6.432 -1.877 0.142
O 4.047 6.012 -1.843 -0.428
S 4.566 5.014 -0.606 1.019
C 4.349 6.225 0.774 -0.969
O 3.647 3.862 -0.489 -0.428
O 5.986 4.759 -0.837 -0.615
H 1.365 7.244 -3.610 0.342
H 2.755 6.445 -4.090 0.298
H 2.900 8.035 -3.365 0.395
H 2.461 7.255 -1.192 0.569
H 1.901 5.660 -1.763 -0.023
H 4.902 7.156 0.649 0.342
H 4.929 5.737 1.557 0.407
H 3.269 6.305 0.898 0.322
C 2.210 -3.435 3.895 -0.892
C 2.241 -4.975 4.045 -0.581
O 3.027 -5.457 2.940 0.070
S 2.850 -7.044 2.448 1.128
C 3.757 -7.880 3.823 -1.005
O 1.468 -7.488 2.484 -0.600
O 3.626 -7.130 1.222 -0.639
H 1.258 -2.989 4.185 0.370
H 2.320 -3.144 2.851 -0.083
H 3.088 -2.976 4.349 0.431
H 2.581 -5.187 5.059 0.339
H 1.245 -5.412 3.981 0.491
H 4.825 -7.713 3.687 0.279
H 3.527 -8.943 3.753 0.385
H 3.383 -7.451 4.753 0.332
C -6.986 4.655 -0.542 -1.328
C -6.184 3.750 -1.471 -0.168
O -5.400 2.893 -0.623 -0.125
S -4.440 1.685 -1.152 1.225
C -5.752 0.433 -1.593 -1.066
O -3.808 2.144 -2.360 -0.679
O -3.643 1.150 -0.027 -0.582
H -6.283 5.236 0.054 0.270
H -7.695 4.127 0.096 0.369
H -7.573 5.318 -1.177 0.421
H -6.919 3.223 -2.078 0.345
H -5.602 4.290 -2.218 0.269
H -5.327 -0.539 -1.844 0.190
H -6.455 0.751 -2.362 0.432
H -6.231 0.217 -0.638 0.346
F -3.275 -4.109 -4.431 -0.352
C -2.823 -2.929 -3.918 0.090
C -2.138 -2.069 -4.727 -0.544
C -1.698 -0.817 -4.200 -0.885
C -1.978 -0.450 -2.848 -0.402
C -2.603 -1.393 -2.001 0.652
C -3.043 -2.610 -2.574 -0.661
H -2.073 -2.370 -5.762 0.441
H -1.272 -0.145 -4.930 0.403
H -1.692 0.498 -2.417 0.487
H -2.745 -1.240 -0.942 0.575
H -3.565 -3.392 -2.043 0.230
F 0.163 3.348 -2.977 0.084
C 1.019 3.250 -4.063 -0.064
C 0.544 3.031 -5.300 -0.340
C 1.427 2.915 -6.386 -0.739
C 2.802 3.069 -6.175 -0.450
C 3.302 3.404 -4.897 -0.584
C 2.399 3.471 -3.866 -0.184
H -0.522 2.863 -5.349 0.488
H 1.025 2.652 -7.353 0.394
H 3.443 3.006 -7.042 0.381
H 4.349 3.620 -4.746 0.475
H 2.742 3.660 -2.859 0.529
F 1.484 2.669 6.958 -0.303
C 0.452 2.669 6.039 -0.037
C -0.546 3.635 6.088 -0.225
C -1.658 3.659 5.204 -0.729
C -1.700 2.629 4.265 -0.292
C -0.724 1.596 4.198 -0.104
C 0.306 1.637 5.118 -0.310
H -0.380 4.468 6.756 0.357
H -2.450 4.392 5.157 0.400
H -2.560 2.597 3.613 0.446
H -0.851 0.750 3.539 0.306
H 1.070 0.874 5.100 0.476
F 0.370 -1.617 1.834 0.124
C 0.638 -0.599 1.104 0.285
C -0.403 0.186 0.641 0.182
C -0.124 1.369 -0.056 -0.565
C 1.154 1.860 -0.208 -0.470
C 2.200 1.070 0.247 -0.956
C 1.973 -0.171 0.830 -1.078
H -1.429 -0.130 0.758 0.463
H -1.006 1.931 -0.325 0.362
H 1.458 2.820 -0.600 0.490
H 3.191 1.487 0.144 0.545
H 2.779 -0.727 1.285 0.574
C -2.702 5.682 -0.221 -0.904
C -1.572 4.986 -0.961 0.518
C -0.978 5.979 -1.961 0.422
O -2.162 6.696 -2.411 -0.500
C -3.276 6.516 -1.491 -0.034
H -2.414 6.360 0.582 0.388
H -3.414 4.989 0.229 0.284
H -1.952 4.116 -1.496 -0.272
H -0.810 4.634 -0.266 0.309
H -0.600 5.421 -2.818 -0.301
H -0.213 6.620 -1.523 -0.078
H -4.044 5.815 -1.820 -0.199
H -3.782 7.434 -1.192 0.384
C -1.009 -5.251 -0.929 -0.297
C 0.187 -6.032 -0.426 -0.725
C 1.055 -4.963 0.198 0.793
O 0.886 -3.866 -0.644 -0.563
C -0.472 -3.826 -1.037 0.588
H -1.806 -5.223 -0.187 0.139
H -1.341 -5.627 -1.897 0.272
H 0.757 -6.513 -1.221 0.340
H -0.105 -6.798 0.292 0.339
H 2.100 -5.272 0.208 -0.330
H 0.757 -4.682 1.208 -0.198
H -0.473 -3.371 -2.027 0.096
H -0.923 -3.123 -0.336 -0.552
```

Charge: 0
Multiplicity: 1
LUMO energy (eV): 0.13
HOMO energy (eV): -8.74
SMILES string: CCOS(C)(=O)=O.CCOS(C)(=O)=O.CCOS(C)(=O)=O.CCOS(C)(=O)=O.CCOS(C)(=O)=O.Fc1ccccc1.Fc1ccccc1.Fc1ccccc1.Fc1ccccc1.C1CCOC1.C1CCOC1
Electronic energy (eV): -149818.7454


3.
The following is a quantum chemistry calculation of a cluster of 4 separate species, C47H78N3O4S2 in total at a distorted geometry, from the OMol25 dataset.

Structure (XYZ):
```
134
Properties=species:S:1:pos:R:3:mulliken_charge:R:1
C -5.727 2.633 13.357 -0.659
C -5.063 3.537 12.604 -0.438
C -5.425 3.793 11.163 0.773
O -6.372 4.524 10.898 -0.550
O -4.670 3.185 10.248 -0.269
C -4.599 3.931 8.995 -0.445
C -3.474 3.366 8.102 -0.567
C -3.941 3.025 6.674 -0.551
C -2.917 3.398 5.563 -0.661
C -2.429 2.185 4.729 -1.051
C -2.246 2.491 3.231 -1.583
C -2.343 1.193 2.384 2.382
C -2.119 1.514 0.877 -1.109
C -0.973 2.482 0.539 -1.209
C 0.456 1.921 0.681 -0.633
S 0.578 0.158 0.248 0.209
C 2.329 -0.215 0.413 -0.424
S 3.047 -0.168 1.851 -0.113
N 2.981 -0.526 -0.844 0.633
C 3.134 -1.935 -1.079 -0.573
C 3.291 -2.316 -2.401 0.399
C 3.409 -3.623 -2.769 -0.840
C 3.362 -4.586 -1.776 -0.236
C 3.213 -4.258 -0.464 -1.162
C 3.099 -2.920 -0.131 0.132
C 4.192 0.227 -1.007 -0.167
C 5.457 -0.315 -0.978 -0.139
C 6.527 0.539 -1.112 -0.787
C 6.381 1.885 -1.264 -0.472
C 5.105 2.430 -1.321 -0.543
C 4.041 1.585 -1.186 0.014
N -3.745 0.724 2.590 -0.190
C -4.091 -0.404 1.714 -0.072
C -4.839 -1.446 2.537 -0.093
N -6.046 -1.801 2.344 -0.808
C -1.311 0.196 2.979 -0.167
O -1.589 -1.027 3.078 -0.815
O -0.229 0.685 3.373 -0.719
H -5.181 1.886 13.935 0.260
H -6.813 2.638 13.464 0.277
H -4.271 4.110 13.094 0.320
H -4.418 4.975 9.268 0.322
H -5.574 3.878 8.505 0.309
H -3.081 2.501 8.648 0.268
H -2.681 4.121 8.123 0.346
H -4.235 1.973 6.640 0.354
H -4.859 3.602 6.496 0.365
H -2.044 3.797 6.097 0.326
H -3.315 4.222 4.962 0.390
H -3.064 1.312 4.898 0.475
H -1.446 1.912 5.122 0.300
H -3.023 3.192 2.879 0.601
H -1.257 2.939 3.128 0.294
H -3.046 2.017 0.547 0.454
H -2.055 0.616 0.253 -0.024
H -1.090 2.738 -0.525 0.461
H -1.014 3.428 1.081 0.399
H 0.915 2.128 1.650 0.367
H 1.080 2.464 -0.046 0.564
H 3.313 -1.573 -3.195 0.420
H 3.511 -3.951 -3.797 0.468
H 3.427 -5.636 -2.058 0.421
H 3.161 -4.987 0.336 0.416
H 2.959 -2.681 0.916 0.235
H 5.588 -1.383 -0.853 0.436
H 7.544 0.155 -1.090 0.324
H 7.224 2.562 -1.358 0.395
H 4.959 3.497 -1.454 0.497
H 3.033 1.993 -1.210 0.315
H -4.293 1.508 2.242 0.411
H -4.736 -0.142 0.858 0.241
H -3.208 -0.927 1.338 -0.310
H -4.238 -1.914 3.322 0.449
H -6.383 -1.245 1.550 0.310
C -2.343 -2.062 -1.567 -0.525
C -3.609 -2.181 -2.409 -0.573
C -4.713 -2.989 -1.727 -0.297
C -4.361 -4.447 -1.435 -0.767
C -3.956 -5.274 -2.654 -0.031
C -5.061 -5.400 -3.698 -1.295
H -1.883 -3.036 -1.390 0.317
H -1.606 -1.439 -2.077 0.402
H -2.558 -1.603 -0.602 -0.247
H -3.364 -2.615 -3.384 0.302
H -3.992 -1.176 -2.609 0.363
H -5.615 -2.947 -2.347 0.402
H -4.977 -2.503 -0.782 -0.085
H -5.225 -4.921 -0.956 0.418
H -3.554 -4.486 -0.699 0.344
H -3.682 -6.277 -2.314 0.419
H -3.059 -4.853 -3.119 -0.095
H -5.958 -5.847 -3.264 0.286
H -4.735 -6.037 -4.523 0.399
H -5.330 -4.430 -4.119 0.294
C 6.665 6.231 -4.423 -1.213
C 6.212 6.695 -3.042 -0.427
C 4.698 6.632 -2.847 -0.366
C 3.881 7.526 -3.781 -0.854
C 4.226 9.013 -3.721 -0.424
C 3.976 9.640 -2.353 -1.186
H 6.274 6.875 -5.213 0.290
H 7.754 6.251 -4.492 0.384
H 6.336 5.209 -4.618 0.290
H 6.578 7.708 -2.856 0.283
H 6.682 6.056 -2.289 0.366
H 4.467 6.884 -1.808 0.361
H 4.366 5.597 -2.984 0.210
H 2.821 7.398 -3.540 0.393
H 3.997 7.178 -4.811 0.348
H 3.616 9.538 -4.461 0.361
H 5.268 9.175 -4.013 0.243
H 2.933 9.518 -2.053 0.292
H 4.193 10.709 -2.379 0.379
H 4.608 9.195 -1.583 0.285
C 3.317 -8.904 -6.345 -1.303
C 2.858 -8.449 -4.963 -0.021
C 1.346 -8.539 -4.765 -0.751
C 0.514 -7.660 -5.699 -0.721
C 0.837 -6.168 -5.641 -0.419
C 0.578 -5.546 -4.272 -0.695
H 2.912 -8.269 -7.135 0.298
H 4.405 -8.863 -6.417 0.395
H 3.007 -9.933 -6.539 0.297
H 3.206 -7.428 -4.780 0.002
H 3.342 -9.077 -4.211 0.367
H 1.113 -8.289 -3.726 0.328
H 1.032 -9.580 -4.899 0.392
H -0.544 -7.804 -5.457 0.355
H 0.634 -8.007 -6.730 0.323
H 0.218 -5.653 -6.381 0.363
H 1.876 -5.991 -5.934 0.213
H -0.463 -5.683 -3.971 0.188
H 0.781 -4.474 -4.300 0.385
H 1.219 -5.981 -3.504 0.009
```

Charge: -1
Multiplicity: 1
LUMO energy (eV): 1.81
HOMO energy (eV): -4.73
Electronic energy (eV): -84333.5018